Entry 1:
Formula: C52H54BrF7N2O2S
Source: the Open Molecules 2025 dataset
Level of theory: ωB97M-V/def2-TZVPD

The geometry in ORCA input format:
```
! RIJCOSX wB97M-V def2-TZVPD def2/J DEFGRID3
* xyz 0 1
C 4.599 -5.045 4.120
C 4.902 -3.750 5.020
C 3.789 -2.645 5.205
Br 4.515 -1.345 6.590
C 2.994 -1.961 4.005
C 2.108 -3.190 3.377
N 1.559 -4.143 2.860
C 1.792 -1.143 4.785
C 0.553 -0.687 3.904
C -0.725 -1.620 3.707
C -1.991 -1.229 2.893
C -2.098 0.165 2.192
C -0.896 1.143 2.377
C -0.915 2.633 1.710
C 0.383 0.731 3.201
C 3.758 -1.096 2.892
C 3.671 0.476 3.343
N 3.661 1.555 3.910
C 2.960 -1.085 1.447
C 2.979 0.375 0.726
C 3.363 -2.301 0.467
C 1.986 -2.817 -0.272
S 5.581 -1.357 2.671
O 5.933 -2.788 2.248
O 6.408 -1.079 3.930
C 6.470 -0.319 1.407
F 5.991 -0.464 0.047
F 7.766 -0.990 1.321
C 6.826 1.196 1.737
F 6.168 2.123 0.825
F 6.525 1.686 3.032
C 8.406 1.595 1.523
F 8.408 3.039 1.687
F 8.867 1.380 0.202
F 9.251 1.111 2.549
H 4.311 -4.782 3.024
H 3.813 -5.770 4.569
H 5.594 -5.639 4.018
H 5.056 -4.195 6.091
H 5.961 -3.412 4.736
H 2.972 -3.195 5.836
H 1.324 -1.875 5.563
H 2.149 -0.259 5.406
H -0.727 -2.665 4.208
H -2.900 -1.935 2.773
H -2.982 0.539 1.565
H -1.966 3.069 1.616
H -0.245 3.262 2.424
H -0.347 2.531 0.719
H 1.195 1.527 3.293
H 1.811 -1.223 1.595
H 2.650 0.164 -0.372
H 3.993 0.879 0.667
H 2.156 1.084 1.137
H 3.708 -3.241 1.059
H 4.057 -2.028 -0.397
H 2.309 -3.257 -1.301
H 1.481 -3.678 0.287
H 1.299 -1.929 -0.498
C -2.016 4.870 -1.493
C -0.855 4.206 -1.876
C 0.301 4.928 -2.155
C 0.295 6.317 -2.056
C -0.869 6.982 -1.683
C -2.025 6.259 -1.400
H -2.916 4.306 -1.269
H -0.850 3.123 -1.955
H 1.208 4.409 -2.450
H 1.197 6.880 -2.272
H -0.876 8.065 -1.611
H -2.932 6.778 -1.106
C 1.092 -5.909 -3.356
C 2.466 -5.692 -3.387
C 3.091 -5.347 -4.582
C 2.341 -5.222 -5.748
C 0.967 -5.448 -5.719
C 0.343 -5.790 -4.523
H 0.605 -6.171 -2.423
H 3.052 -5.791 -2.478
H 4.162 -5.175 -4.605
H 2.826 -4.951 -6.680
H 0.383 -5.357 -6.629
H -0.729 -5.963 -4.500
C -5.364 -7.016 -2.375
C -5.944 -6.042 -3.182
C -5.151 -5.060 -3.769
C -3.777 -5.049 -3.545
C -3.198 -6.018 -2.730
C -3.990 -7.002 -2.146
H -5.981 -7.785 -1.923
H -7.016 -6.049 -3.355
H -5.604 -4.303 -4.401
H -3.159 -4.285 -4.005
H -2.128 -6.006 -2.551
H -3.538 -7.758 -1.513
C -5.371 1.378 -0.480
C -5.806 1.725 -1.755
C -6.872 1.046 -2.337
C -7.501 0.015 -1.645
C -7.061 -0.339 -0.373
C -5.997 0.343 0.211
H -4.544 1.913 -0.023
H -5.314 2.527 -2.297
H -7.213 1.319 -3.331
H -8.334 -0.514 -2.097
H -7.547 -1.147 0.165
H -5.655 0.069 1.204
C -6.190 9.410 -1.837
C -5.028 8.746 -2.219
C -3.872 9.468 -2.499
C -3.878 10.857 -2.400
C -5.043 11.522 -2.026
C -6.198 10.799 -1.743
H -7.089 8.846 -1.612
H -5.024 7.663 -2.299
H -2.965 8.950 -2.794
H -2.977 11.420 -2.615
H -5.049 12.605 -1.955
H -7.105 11.318 -1.449
*
```

Results
**Energy above the lowest of the compared OMol25 structures with the same formula, charge and spin**: 162.2 kcal/mol
**Lowest unoccupied orbital energy**: -0.0367 Eh
**Gap between HOMO and LUMO**: 0.291 Eh
**E_HOMO**: -0.327 Ha
**SMILES**: CC[C@@H](Br)[C@@](C#N)(Cc1cccc(C)c1)[C@](C#N)([C@@H](C)CC)S(=O)(=O)C(F)(F)C(F)(F)C(F)(F)F.c1ccccc1.c1ccccc1.c1ccccc1.c1ccccc1.c1ccccc1

***

Entry 2:
Formula: C4H5Li2NaO2
Source: the Open Molecules 2025 dataset
Level of theory: ωB97M-V/def2-TZVPD

The geometry in ORCA input format:
```
! RIJCOSX wB97M-V def2-TZVPD def2/J DEFGRID3
* xyz 0 1
O 1.188 0.215 -2.492
C 1.103 0.058 -1.123
C -0.592 1.359 -0.717
Li -0.494 0.542 -3.033
Na -1.184 2.361 1.700
H -1.168 1.839 -1.544
H 0.789 -0.876 -0.621
C 0.398 2.410 -0.349
C 2.085 0.808 -0.316
O 0.894 3.148 -1.339
H 0.731 3.168 0.415
H 2.543 0.272 0.532
H 3.050 0.995 -0.819
Li 1.860 3.556 -2.685
*
```

Results
**Energy above the lowest of the compared OMol25 structures with the same formula, charge and spin**: 103.4 kcal/mol
**Lowest unoccupied orbital energy**: -0.0240 Eh
**Gap between HOMO and LUMO**: 0.137 Eh
**E_HOMO**: -0.161 Ha

***

Entry 3:
Formula: C5H10O
Source: the Open Molecules 2025 dataset
Level of theory: ωB97M-V/def2-TZVPD

The geometry in ORCA input format:
```
! RIJCOSX wB97M-V def2-TZVPD def2/J DEFGRID3
* xyz 0 1
C 1.942 0.632 0.075
C 0.770 -0.088 -0.567
C -0.303 -0.599 0.405
C -1.503 -1.000 -0.445
O -1.871 0.395 -0.565
C -1.167 0.636 0.675
H 2.541 -0.081 0.641
H 1.634 1.429 0.765
H 2.591 1.093 -0.678
H 1.115 -0.872 -1.251
H 0.221 0.606 -1.201
H 0.052 -1.256 1.211
H -2.293 -1.532 0.102
H -1.259 -1.517 -1.383
H -1.881 0.589 1.504
H -0.589 1.565 0.714
*
```

Results
**Energy above the lowest of the compared OMol25 structures with the same formula, charge and spin**: 37.1 kcal/mol
**Lowest unoccupied orbital energy**: 0.0428 Eh
**Gap between HOMO and LUMO**: 0.400 Eh
**E_HOMO**: -0.357 Ha